Formula: C44H73F6N4O26S2Sr
Source: the OMol25 dataset
Level of theory: ωB97M-V/def2-TZVPD

```
! RIJCOSX wB97M-V def2-TZVPD def2/J DEFGRID3
* xyz 1 1
Sr -2.91339 -2.39521 -0.64555
C 1.04032 -0.83638 1.25119
F 2.01863 0.08101 1.49456
F 1.61060 -2.01568 1.30383
F 0.21258 -0.57463 2.30879
S 0.09046 -0.55113 -0.41814
O 0.61142 0.62283 -1.09809
O 0.26442 -1.84874 -1.12382
N -1.60597 -0.49698 0.12502
S -1.82443 1.10645 0.24610
O -0.66260 1.74717 0.88120
O -2.29232 1.73469 -0.98410
C -3.23516 1.33977 1.50496
F -3.64120 2.63415 1.45237
F -4.26549 0.55126 1.05500
F -2.81284 0.90520 2.71611
C -1.78802 -5.75977 -1.81874
O -1.81761 -4.78641 -0.77883
C -1.14494 -5.34941 0.36621
C -1.84316 -4.76391 1.61994
N -1.80539 -3.28467 1.51552
C -2.55548 -2.59039 2.61191
C -4.08305 -2.87180 2.54129
O -4.58288 -2.26045 1.30818
C -6.02194 -2.31448 1.30415
H -2.10827 -5.11813 -2.63961
H -2.61120 -6.47286 -1.77456
H -0.83802 -6.27638 -1.95559
H -0.08547 -5.09333 0.37290
H -1.02136 -6.42974 0.44175
H -1.26476 -5.17026 2.44967
H -2.86949 -5.13089 1.62738
H -0.83481 -3.16495 1.76796
H -2.55324 -1.50264 2.68188
H -2.12271 -3.05881 3.49589
H -4.56002 -2.36143 3.37802
H -4.42269 -3.90595 2.59846
H -6.40909 -2.21351 0.29024
H -6.48728 -1.52823 1.89860
H -6.56935 -3.22833 1.53508
C -5.98913 3.38788 -2.40224
O -5.37634 2.17067 -2.16323
C -6.24953 1.04394 -2.33393
C -5.74745 -0.12916 -1.59691
N -4.35907 -0.55343 -1.97379
C -4.49032 -1.14537 -3.29840
C -3.07604 -1.33183 -3.91455
O -2.21786 -2.28125 -3.14980
C -1.04955 -2.74257 -3.89936
H -5.20989 4.13888 -2.27227
H -6.78704 3.60090 -1.69085
H -6.30471 3.59216 -3.42537
H -6.33806 0.82143 -3.39730
H -7.28930 1.15858 -2.02761
H -6.44049 -0.96210 -1.71523
H -5.68208 0.05475 -0.52454
H -4.01029 0.36445 -2.21032
H -5.01320 -0.74559 -4.16724
H -4.96122 -2.11454 -3.13389
H -2.49600 -0.41353 -3.82304
H -3.11708 -1.43977 -4.99842
H -0.64116 -3.40794 -3.13871
H -0.41803 -1.90587 -4.19806
H -1.37717 -3.44000 -4.67030
C 3.96870 -1.63908 -1.26743
O 5.28690 -1.81621 -0.80956
C 6.22809 -1.09435 -1.56841
C 7.60169 -1.36370 -0.90901
N 8.83060 -0.57698 -1.35954
C 10.09660 -1.26198 -0.95950
C 10.30451 -1.90117 0.46421
O 9.84448 -0.96247 1.33721
C 9.96119 -1.32291 2.67639
H 3.66091 -1.90452 -2.27882
H 3.53909 -0.63859 -1.21677
H 3.45894 -2.28088 -0.54885
H 6.05989 -0.02381 -1.45123
H 6.20415 -1.38216 -2.61945
H 7.88015 -2.39231 -1.13815
H 7.59387 -1.25034 0.17505
H 8.84660 0.38761 -1.06053
H 10.93768 -0.59355 -1.14353
H 10.40028 -1.98107 -1.72028
H 11.32574 -2.26351 0.58208
H 9.60710 -2.73822 0.43134
H 9.44975 -2.24859 2.94031
H 9.50605 -0.54936 3.29493
H 10.96908 -1.36614 3.08915
C -0.60349 4.23090 -3.79016
C -1.45956 3.11427 -3.63474
C -2.72103 3.25888 -4.21683
C -3.10652 4.35135 -4.95112
C -2.19733 5.41029 -5.05100
C -0.89991 5.32271 -4.54660
O 0.10410 6.16254 -4.97957
O -3.69770 2.28440 -4.21595
H 0.43337 4.15591 -3.49743
H -1.21762 2.30165 -2.96577
H -4.12238 4.41227 -5.31267
H -2.58726 6.26350 -5.58618
H -0.17023 7.06817 -4.81774
H -4.37493 2.35374 -3.53909
C 4.34152 -1.97679 3.98311
C 4.83361 -2.10009 2.60438
C 5.61283 -3.24284 2.27142
C 5.97591 -4.13662 3.33333
C 5.47815 -3.99028 4.67015
C 4.71119 -2.91517 4.97478
O 4.12763 -2.72871 6.20404
O 6.22350 -3.36694 1.02654
H 3.75658 -1.10994 4.25302
H 4.51294 -1.40634 1.84131
H 6.54091 -5.00146 3.01834
H 5.75223 -4.81221 5.31490
H 4.70367 -3.06731 6.89335
H 5.81223 -2.72992 0.43777
C -2.48839 4.87722 0.00574
C -2.69601 6.25587 -0.33370
O -2.98274 6.86497 0.88791
C -2.61921 6.13319 1.90896
O -2.79170 6.37804 3.09208
O -2.06807 4.98299 1.37134
H -1.69035 4.39835 -0.56165
H -3.36423 4.23511 -0.08750
H -3.41689 6.51823 -1.10804
H -1.77942 6.67749 -0.74623
C 0.64881 3.63461 3.30383
C -0.31370 2.81017 4.17051
O 0.58390 2.02399 4.97227
C 1.78859 1.99906 4.28810
O 2.67557 1.18253 4.50567
O 1.83835 3.04262 3.38260
H 0.83691 4.55766 3.85218
H 0.29621 3.63192 2.27244
H -0.98572 2.19386 3.57330
H -0.96995 3.44733 4.76337
C 0.98624 0.55356 -5.61343
C 1.18513 0.90230 -4.14282
O 2.44993 0.45532 -3.80102
C 2.98033 -0.13757 -4.89639
O 3.95938 -0.89425 -4.93364
O 2.26382 0.11785 -5.96749
H 0.73271 1.44722 -6.18368
H 0.26462 -0.24843 -5.76893
H 0.35883 0.38726 -3.65285
H 0.95931 1.94268 -3.90889
C -4.65262 1.33692 6.17752
C -3.27105 1.57182 5.56492
O -3.36559 2.76675 4.88961
C -4.68481 3.10954 4.85375
O -5.03984 4.19685 4.39023
O -5.43062 2.29602 5.61193
H -4.52640 1.50801 7.24658
H -5.02135 0.34282 5.92473
H -2.92546 0.84546 4.82934
H -2.60274 1.62520 6.42434
*
```

Highest occupied orbital energy (eV): -8.871
Calculated total energy (eV): -144805.592
HOMO-LUMO gap (eV): 5.73


Formula: C44H77BrClIN6O14
Source: the OMol25 dataset
Level of theory: ωB97M-V/def2-TZVPD

```
! RIJCOSX wB97M-V def2-TZVPD def2/J DEFGRID3
* xyz 0 1
N -2.22854 -3.33933 1.71291
C -1.79412 -1.90926 1.58910
C -2.09826 -1.26382 0.14631
C -1.43415 -2.03298 -1.09558
C -2.29833 -3.12491 -1.88076
Cl -4.02381 -3.56568 -1.37301
C -1.73277 -3.92157 -3.14331
C -2.68055 -5.02448 -3.87369
C -2.44382 -6.48782 -3.22501
O -1.46629 -7.22736 -3.59699
I -3.76843 -7.37062 -1.70141
C -0.26146 -3.61088 -3.64668
Br 0.41861 -4.58371 -5.26905
C 0.62954 -2.55536 -2.88987
C 0.05287 -1.78241 -1.61292
C 1.03858 -0.73721 -0.86924
O 0.63110 0.30823 -0.27441
C 2.62436 -1.10226 -0.95222
C 3.68134 -0.77273 0.21135
C 3.94461 -1.97576 1.25588
C 3.98433 -3.44983 0.60583
C 4.32256 -4.62952 1.67775
O 5.77124 -4.88800 1.54398
C 6.27121 -5.61907 2.66279
O 7.53090 -5.64971 2.88644
C 3.14629 -1.76185 -2.13833
N 4.58162 -2.10465 -2.34170
C 5.21177 -1.11849 -2.96591
O 5.76540 -0.12542 -3.51191
C 2.13715 -2.16342 -3.33185
O 2.49550 -2.13453 -4.55308
H -2.07924 -3.61966 2.70954
H -3.25724 -3.40539 1.56083
H -2.42617 -1.30125 2.35992
H -0.69199 -1.72425 1.88853
H -1.83025 -0.13665 0.06544
H -3.25338 -1.30838 -0.00069
H -2.36982 -5.12035 -4.99220
H -3.79725 -4.69934 -3.87762
H 4.70205 -0.48721 -0.26438
H 3.27382 0.15639 0.78308
H 4.98112 -1.78343 1.75279
H 3.15911 -1.89896 2.10518
H 4.85033 -3.46601 -0.15553
H 2.98744 -3.64152 0.07112
H 4.00225 -4.38059 2.75143
H 3.79867 -5.59254 1.29095
H 5.53883 -6.20873 3.34144
C 14.16009 -2.16060 0.65088
O 12.99678 -1.98641 -0.14185
C 12.42765 -3.22305 -0.58254
C 11.07214 -3.45746 0.08909
N 11.23243 -3.75001 1.51402
C 9.97092 -3.73896 2.26111
C 9.22597 -2.39803 2.36247
O 9.91507 -1.41047 3.12544
C 10.85568 -0.64515 2.38820
H 14.59703 -1.17672 0.83324
H 13.91018 -2.60834 1.61698
H 14.89997 -2.77842 0.13292
H 13.10519 -4.06925 -0.42294
H 12.26856 -3.12744 -1.66154
H 10.57025 -4.29957 -0.39782
H 10.46567 -2.55796 -0.06343
H 11.85121 -3.05867 1.92608
H 10.20975 -4.06715 3.27843
H 9.29958 -4.49319 1.83882
H 8.29285 -2.58931 2.90293
H 8.92838 -2.00395 1.38433
H 10.56202 -0.51396 1.34232
H 11.84599 -1.09846 2.45326
H 10.92228 0.34456 2.84948
C -10.05335 -3.14062 -0.45919
O -10.77693 -3.63139 -1.57627
C -11.27319 -2.59145 -2.42437
C -10.55591 -2.61645 -3.77646
N -9.16285 -2.18710 -3.64305
C -8.35816 -2.42342 -4.84442
C -8.13045 -3.88559 -5.26242
O -7.33610 -4.63057 -4.34378
C -8.06377 -5.22021 -3.27649
H -9.82549 -3.98458 0.19499
H -9.10902 -2.68755 -0.77467
H -10.64614 -2.41428 0.10498
H -11.20333 -1.60519 -1.95219
H -12.33443 -2.80263 -2.59048
H -11.07447 -1.94826 -4.47121
H -10.61843 -3.63789 -4.16702
H -8.73465 -2.68836 -2.87107
H -7.37769 -1.97293 -4.65492
H -8.79906 -1.87277 -5.68305
H -7.56044 -3.86759 -6.19740
H -9.06382 -4.41053 -5.49281
H -9.08290 -5.49493 -3.56443
H -8.07678 -4.55194 -2.41399
H -7.53936 -6.13067 -2.97197
C -2.68427 6.80386 -2.11472
O -1.89007 5.78983 -2.70838
C -0.49160 6.09215 -2.69393
C 0.25195 5.13649 -1.75704
N -0.07657 5.40687 -0.35585
C 0.40403 4.37526 0.56812
C -0.20757 2.97121 0.43204
O -1.59183 2.91025 0.76957
C -2.47422 3.22042 -0.29863
H -3.73414 6.55521 -2.28211
H -2.51200 6.85128 -1.03599
H -2.48171 7.77859 -2.56914
H -0.29811 7.13896 -2.43425
H -0.12632 5.93285 -3.71357
H 1.33013 5.25507 -1.90390
H -0.02517 4.11445 -2.03709
H -1.08519 5.47412 -0.25901
H 0.18795 4.73859 1.57911
H 1.49462 4.30382 0.48768
H 0.30062 2.32754 1.15677
H -0.02045 2.52122 -0.54746
H -2.06982 2.93227 -1.27370
H -2.72380 4.28275 -0.28691
H -3.40514 2.66805 -0.13972
C -3.26478 8.14855 1.50430
O -3.56563 6.84824 1.98511
C -2.40477 6.12397 2.40570
C -2.42361 5.91834 3.92230
N -2.20025 7.18065 4.62917
C -2.45144 7.09870 6.07029
C -3.89455 6.81312 6.51795
O -4.80948 7.86309 6.21837
C -5.37409 7.80107 4.91754
H -4.17886 8.57744 1.08838
H -2.92292 8.79516 2.31750
H -2.50865 8.11000 0.71451
H -1.47613 6.60543 2.07813
H -2.45561 5.14321 1.92162
H -1.63946 5.20632 4.19853
H -3.39399 5.48446 4.18686
H -2.81310 7.89048 4.24046
H -2.15514 8.06511 6.49252
H -1.78288 6.34796 6.50670
H -3.88289 6.73561 7.61032
H -4.26762 5.84922 6.15497
H -5.48353 6.77406 4.55633
H -4.77906 8.39087 4.21857
H -6.36848 8.25494 4.95854
*
```

Highest occupied orbital energy (eV): -8.320
Calculated total energy (eV): -175130.998
SMILES: NCCc1c(Cl)c(CC(=O)I)c(Br)c2c1C(=O)C(CCCCOC=O)=C(N=C=O)C2=O.COCCNCCOC.COCCNCCOC.COCCNCCOC.COCCNCCOC
HOMO-LUMO gap (eV): 6.35


Formula: C44H78CsGeN7O8Si3
Source: the OMol25 dataset
Level of theory: ωB97M-V/def2-TZVPD

```
! RIJCOSX wB97M-V def2-TZVPD def2/J DEFGRID3
* xyz -1 2
Cs 0.27870 0.08700 0.31730
C 4.83840 2.08010 3.58480
N 3.63410 1.32230 3.36250
C 3.04060 0.79160 4.57090
C 2.90870 1.25010 2.21480
O 1.81970 0.72240 2.16530
C 3.50790 1.88380 0.96200
O 2.86030 1.36310 -0.16340
C 3.15600 2.10850 -1.32100
C 2.90020 1.26030 -2.55060
O 2.40680 0.15170 -2.49760
N 3.30500 1.81190 -3.72680
C 3.00640 1.10900 -4.95370
C 3.76330 3.17550 -3.85610
H 4.63230 2.95100 4.21620
H 5.27340 2.43660 2.65760
H 5.57720 1.45930 4.10210
H 2.80910 1.59620 5.27510
H 3.73150 0.09010 5.04470
H 2.12130 0.28270 4.29250
H 4.59020 1.69960 0.87930
H 3.34890 2.97040 1.04350
H 4.21260 2.41690 -1.30800
H 2.52450 3.00920 -1.39310
H 2.63110 0.12570 -4.67680
H 3.90500 0.99620 -5.56740
H 2.24540 1.63290 -5.53960
H 4.52550 3.40070 -3.11170
H 2.93730 3.88100 -3.72470
H 4.21000 3.30770 -4.84220
O -2.11490 0.48030 0.55740
N -2.72140 -0.55860 0.99330
N -2.19800 -1.11850 2.01120
O -1.10910 -0.73860 2.57600
C -2.92090 -2.16520 2.58130
C -4.22210 -2.45560 2.17440
C -4.92870 -3.45530 2.80950
C -4.36330 -4.17420 3.85270
C -3.06700 -3.88850 4.25130
C -2.34970 -2.88900 3.62630
H -4.65780 -1.88540 1.37230
H -5.94310 -3.66180 2.50200
H -4.92910 -4.95030 4.35130
H -2.61890 -4.43720 5.06860
H -1.34490 -2.63590 3.92210
C -2.59430 0.67940 -4.62880
N -1.69840 0.26730 -3.55440
C -0.42370 -0.22390 -4.08670
C -2.35710 -0.71500 -2.62990
C -2.07100 -2.14500 -3.01180
C -2.87100 -2.78220 -3.95700
C -2.57480 -4.07460 -4.35440
C -1.46110 -4.70590 -3.82220
C -0.67050 -4.04430 -2.89520
C -0.94350 -2.75080 -2.42870
H -2.09540 1.40840 -5.26590
H -3.48160 1.13880 -4.19760
H -2.88840 -0.18380 -5.22830
H -1.41160 1.16870 -2.99100
H -0.60340 -0.92540 -4.90130
H 0.12660 -0.72980 -3.29350
H 0.16200 0.61820 -4.44800
H -3.42860 -0.50420 -2.63520
H -1.96790 -0.51860 -1.63270
H -3.73670 -2.28430 -4.38920
H -3.20050 -4.58300 -5.08130
H -1.21680 -5.71620 -4.14270
H 0.21750 -4.55210 -2.52660
O 0.90090 3.82720 -2.41210
C -0.12640 3.28900 -2.83180
O -0.70780 2.29160 -2.33430
C -0.73910 3.89580 -4.09440
C 0.08180 4.43200 -5.08080
C -0.46470 5.00030 -6.21760
C -1.84070 5.05420 -6.37360
C -2.66400 4.56520 -5.37180
C -2.11890 3.98610 -4.23770
H 1.15460 4.40690 -4.94250
H 0.17580 5.42390 -6.97990
H -2.27080 5.50070 -7.26190
H -3.73660 4.64810 -5.48370
H -2.75400 3.61970 -3.44200
C -0.30010 -3.73630 1.05880
N 0.86990 -4.44780 0.59250
C 0.60450 -5.71070 -0.04800
C 2.02520 -3.75290 0.47200
O 2.15940 -2.60990 0.86670
N 3.07970 -4.43360 -0.18050
C 4.09990 -3.52980 -0.67260
C 3.65060 -5.60880 0.44180
H -0.83530 -4.33770 1.79370
H -0.96470 -3.50410 0.22090
H 0.01990 -2.80400 1.51170
H -0.38210 -5.66960 -0.51120
H 0.60660 -6.53260 0.67820
H 1.34650 -5.91150 -0.81790
H 3.61150 -2.66000 -1.10430
H 4.67980 -4.04670 -1.43750
H 4.77760 -3.19270 0.12220
H 2.89120 -6.17180 0.97580
H 4.44410 -5.33950 1.15550
H 4.08880 -6.24520 -0.33370
C -0.99060 5.62230 4.41050
Si -0.40180 4.24350 3.18010
C -0.34250 5.22210 1.52540
C 1.45580 4.11130 3.68900
Ge -1.33470 1.94940 2.74370
Si -3.58840 2.65170 2.05120
C -5.04710 1.38790 2.04330
C -4.26060 4.10740 3.12760
C -3.67270 3.37540 0.27220
Si -1.78700 1.22790 5.07580
C -2.02520 2.60160 6.42120
C -3.29800 0.07950 5.41230
C -0.33800 0.19780 5.81740
H -0.53790 6.57550 4.15150
H -0.71170 5.39130 5.43260
H -2.06470 5.75770 4.37910
H 0.38970 6.02710 1.54950
H -1.31080 5.66710 1.31570
H -0.09350 4.57370 0.69050
H 1.93860 5.08050 3.77720
H 1.98990 3.53760 2.94210
H 1.56170 3.60110 4.64100
H -5.09880 0.81650 2.96480
H -4.90110 0.68300 1.23240
H -6.01330 1.86940 1.90250
H -4.18000 3.88280 4.18560
H -5.30020 4.33600 2.91340
H -3.68130 5.00360 2.93470
H -3.12990 2.72770 -0.40610
H -3.20840 4.35540 0.23180
H -4.69300 3.47400 -0.09420
H -2.81950 3.29160 6.16050
H -1.11990 3.18640 6.53970
H -2.27180 2.17350 7.38900
H -4.16420 0.38500 4.83620
H -3.59580 0.06890 6.45850
H -3.05690 -0.93900 5.12870
H 0.49690 0.83480 6.09290
H 0.01090 -0.49960 5.06380
H -0.62570 -0.36710 6.70210
*
```

Highest occupied orbital energy (spin up / spin down) (eV): -3.498 / -3.498
Calculated total energy (eV): -154399.762
HOMO-LUMO gap (spin up / spin down) (eV): 5.27 / 5.04
Energy above the lowest of the compared OMol25 structures with the same formula, charge and spin (kcal per mole): 4.7